{
  "formula": "C8H11NO",
  "method": "ωB97M-V/def2-TZVPD",
  "symbols": ["C", "H", "C", "C", "H", "C", "H", "C", "H", "C", "H", "H", "N", "C", "H", "H", "H", "H", "O", "H", "C"],
  "xyz": [[-3.063, 0.833, -1.041], [0.742, 2.419, 0.885], [2.797, -0.253, 1.293], [0.389, 0.354, -0.201], [-2.952, 1.183, -2.264], [1.098, 1.235, 0.556], [-0.609, -1.743, -1.658], [2.191, 1.059, 1.309], [3.037, 1.953, 1.782], [2.079, -1.275, 0.601], [-3.664, -0.357, -1.405], [0.621, -2.655, -1.334], [0.219, -1.955, -0.866], [0.865, -1.025, -0.124], [2.526, -2.180, 0.889], [3.796, -0.534, 2.079], [-1.856, 1.045, 0.823], [-1.797, -0.557, 0.246], [-0.663, 0.537, -0.901], [-3.873, 1.512, -0.527], [-1.881, 0.404, -0.141]],
  "e_homo_ha": -0.28488,
  "de_lowest_kcal_mol": 149.1,
  "energy_ev": -12005.935,
  "gap_ev": 8.587
}


{
  "formula": "C11H9F6IrN4O9S3",
  "method": "ωB97M-V/def2-TZVPD",
  "symbols": ["F", "H", "C", "N", "H", "H", "O", "F", "H", "C", "O", "O", "C", "O", "S", "C", "H", "S", "F", "H", "Ir", "C", "N", "N", "C", "H", "O", "C", "O", "O", "F", "H", "C", "F", "C", "O", "C", "N", "O", "C", "F", "S", "H"],
  "xyz": [[0.012, -2.842, 2.234], [0.187, -2.940, -3.735], [-2.211, 2.663, -2.494], [1.562, -0.338, 3.422], [-1.339, -2.534, -3.053], [-2.146, 4.733, 0.212], [0.070, 4.276, 1.639], [1.872, -3.809, 1.721], [2.355, -2.186, -3.555], [2.411, -2.861, -2.697], [1.010, 2.307, 1.027], [-3.652, 4.495, -1.903], [-1.170, 1.861, -2.102], [1.969, -0.942, 0.958], [2.192, -1.296, 2.375], [-0.540, 0.748, -2.912], [-4.053, 4.272, -2.750], [0.222, 0.472, 3.223], [1.415, -3.358, 3.792], [-2.676, 2.490, -3.456], [0.552, 0.446, -0.092], [0.158, 3.258, 0.992], [1.510, -2.427, -1.646], [-0.365, -2.743, -2.916], [0.212, -2.292, -1.806], [3.425, -2.847, -2.309], [3.536, -1.632, 2.682], [1.298, -2.928, 2.544], [0.484, 0.223, -2.333], [-0.995, 0.441, -3.996], [-0.962, -1.623, 4.351], [1.912, -2.114, -0.776], [-0.911, -0.299, 4.486], [-2.132, 0.199, 4.318], [-2.620, 3.688, -1.629], [-0.441, 0.123, 1.959], [-1.909, 3.908, -0.444], [-0.555, 2.046, -0.944], [0.296, 1.821, 3.639], [-0.870, 3.061, -0.153], [-0.484, -0.005, 5.704], [-0.809, -1.633, -0.563], [2.180, -3.881, -3.012]],
  "e_homo_ha": [-0.35329, -0.35329],
  "de_lowest_kcal_mol": 57.8,
  "energy_ev": -87589.735,
  "gap_ev": [7.910, 7.910]
}


{
  "formula": "C6H5N6OS",
  "method": "ωB97M-V/def2-TZVPD",
  "symbols": ["N", "O", "C", "H", "N", "N", "H", "C", "C", "C", "C", "S", "N", "N", "H", "H", "H", "C", "N"],
  "xyz": [[0.408, 1.461, 1.824], [-3.192, -1.051, 0.980], [-2.043, -0.635, 0.520], [-1.127, -2.764, -3.322], [-1.400, 0.222, 1.227], [1.713, 0.512, -0.663], [-0.089, 2.019, 2.527], [-0.187, 0.623, 0.991], [-1.456, -1.222, -0.652], [-0.934, -2.142, -2.488], [2.303, 0.044, -1.677], [1.741, -1.161, -2.861], [0.509, 0.145, -0.223], [-1.884, -2.059, -1.660], [1.365, 1.522, 2.000], [-3.464, -0.778, 1.863], [3.240, 0.271, -2.080], [-0.196, -0.740, -0.989], [0.154, -1.349, -2.160]],
  "e_homo_ha": -0.46753,
  "charge": 1,
  "de_lowest_kcal_mol": 0.0,
  "energy_ev": -28118.021,
  "smiles": "[NH2+]=c1nc(O)c2ncn3c2n1N=CS3",
  "gap_ev": 8.252
}


{
  "formula": "H3NOSi",
  "method": "ωB97M-V/def2-TZVPD",
  "symbols": ["N", "H", "H", "Si", "O", "H"],
  "xyz": [[1.284, 0.405, 0.302], [-1.323, -0.061, -1.414], [-1.203, 1.230, 0.634], [-0.609, 0.061, -0.031], [2.214, -0.275, -0.159], [-0.363, -1.360, 0.668]],
  "e_homo_ha": [-0.31756, -0.31863],
  "de_lowest_kcal_mol": 105.9,
  "energy_ev": -11459.916,
  "smiles": "O=N[SiH3]",
  "gap_ev": [8.278, 8.133]
}


{
  "formula": "CN2O3",
  "method": "ωB97M-V/def2-TZVPD",
  "symbols": ["O", "C", "N", "O", "O", "N"],
  "xyz": [[1.369, 0.297, 0.944], [-1.124, 0.635, -0.430], [1.068, -0.627, 0.337], [1.276, -1.737, 0.163], [-0.252, -0.104, -0.886], [-1.995, 1.304, -0.072]],
  "e_homo_ha": [-0.38974, -0.38979],
  "de_lowest_kcal_mol": 111.5,
  "energy_ev": -10153.787,
  "gap_ev": [8.278, 8.283]
}


{
  "formula": "C7H7N",
  "method": "ωB97M-V/def2-TZVPD",
  "symbols": ["H", "C", "H", "C", "C", "H", "H", "C", "C", "H", "H", "C", "C", "H", "N"],
  "xyz": [[3.042, -1.194, -0.177], [-2.558, -0.651, 0.315], [3.047, 1.365, 1.174], [2.243, 0.763, 0.607], [0.224, 0.387, -0.380], [-4.106, -1.739, 1.405], [-1.624, -0.167, -1.584], [2.251, -0.428, -0.104], [-3.252, -1.527, 0.867], [0.898, -1.598, -1.053], [-1.583, 1.539, -0.929], [-1.073, 0.510, -0.933], [0.880, 1.294, 0.442], [0.546, 2.117, 0.956], [1.064, -0.672, -0.607]],
  "e_homo_ha": [-0.22486, -0.34018],
  "s2": 2.03,
  "de_lowest_kcal_mol": 37.3,
  "multiplicity": 3,
  "energy_ev": -8854.200,
  "gap_ev": [6.919, 6.483]
}


{
  "formula": "C6H10Cl4O3",
  "method": "ωB97M-V/def2-TZVPD",
  "symbols": ["C", "Cl", "Cl", "Cl", "Cl", "H", "H", "H", "H", "O", "C", "C", "H", "H", "C", "O", "O", "H", "C", "H", "C", "H", "H"],
  "xyz": [[1.416, 1.315, 5.250], [0.119, -1.711, 3.105], [2.137, 1.546, 3.660], [-1.244, 0.190, 1.532], [2.575, 1.468, 6.598], [0.473, -1.372, -2.913], [0.021, 0.634, -4.557], [-1.755, -1.855, -3.994], [0.847, 2.157, 5.531], [-0.317, -0.205, -1.460], [-0.529, 0.511, -3.646], [0.318, -0.622, 1.819], [-1.409, -2.673, -2.421], [0.526, -1.175, 0.884], [-1.620, -1.684, -2.918], [0.535, 1.718, -0.569], [0.045, 1.519, -2.805], [-2.472, -1.208, -2.484], [-0.412, -0.731, -2.772], [1.121, 0.042, 2.141], [0.183, 1.086, -1.502], [-1.543, 0.714, -3.890], [0.987, 0.335, 5.412]],
  "e_homo_ha": -0.38374,
  "energy_ev": -62615.947,
  "smiles": "C[C@H]1COC(=O)O1.ClCCl.ClCCl",
  "gap_ev": 11.065
}